{"formula": "CH8N2O2", "method": "ωB97M-V/def2-TZVPD", "elements": ["O", "N", "O", "H", "H", "H", "C", "N", "H", "H", "H", "H", "H"], "positions_angstrom": [[1.245, -1.221, -1.936], [-0.029, -0.711, -1.662], [-0.898, -1.788, -1.335], [1.616, -1.654, -1.150], [0.027, -0.179, -0.776], [-1.242, -2.110, -2.180], [-0.312, 1.627, 1.216], [0.226, 0.280, 1.077], [-1.277, 1.668, 0.713], [0.365, 2.323, 0.723], [-0.446, 1.947, 2.256], [1.125, 0.212, 1.544], [-0.400, -0.393, 1.511]], "forces_ev_per_angstrom": [[0.161, 0.023, -0.049], [-0.345, 0.203, -0.534], [0.200, -0.042, 0.323], [-0.314, 0.071, 0.158], [0.137, -0.647, -0.185], [0.167, 0.290, 0.065], [-0.041, 0.174, 0.119], [0.138, -0.224, 0.291], [-0.003, 0.114, -0.011], [-0.088, 0.076, -0.005], [-0.018, 0.024, -0.110], [-0.148, -0.079, -0.044], [0.154, 0.016, -0.020]], "nbo_charge": [-0.587, -0.102, -0.616, 0.441, 0.359, 0.470, -0.413, -0.849, 0.198, 0.197, 0.173, 0.362, 0.366], "smiles": "ONO.CN", "e_lumo_ev": 0.886, "max_force_ev_per_a": 0.7}

---

{"formula": "C18H35F4N4O2S", "method": "ωB97M-V/def2-TZVPD", "elements": ["N", "C", "C", "C", "N", "S", "O", "O", "C", "F", "F", "F", "C", "F", "C", "H", "H", "H", "H", "H", "C", "C", "N", "C", "C", "C", "C", "H", "H", "H", "H", "H", "H", "H", "H", "H", "H", "H", "H", "H", "H", "H", "C", "C", "N", "C", "C", "C", "C", "H", "H", "H", "H", "H", "H", "H", "H", "H", "H", "H", "H", "H", "H", "H"], "positions_angstrom": [[0.277, -0.487, -3.574], [0.304, 0.028, -2.215], [1.150, 1.304, -1.849], [1.103, 1.796, -0.388], [0.298, 1.158, 0.678], [0.383, 1.899, 2.247], [1.747, 1.626, 2.804], [-0.667, 1.451, 3.213], [0.061, 3.749, 1.964], [1.274, 4.429, 1.690], [-0.571, 4.245, 3.137], [-0.830, 3.940, 0.854], [-0.480, -0.041, 0.366], [-1.232, -0.708, 1.365], [-0.512, -0.654, -1.063], [-0.469, -1.212, -3.568], [0.058, 0.245, -4.267], [1.773, 1.820, -2.669], [1.740, 2.728, -0.139], [-1.147, -1.601, -1.225], [1.539, 1.387, 9.524], [0.036, 1.591, 9.363], [-0.314, 2.753, 8.552], [-1.727, 3.118, 8.643], [-2.752, 2.119, 8.114], [0.257, 2.801, 7.211], [-0.041, 1.636, 6.269], [2.020, 2.286, 9.916], [1.728, 0.571, 10.227], [2.017, 1.119, 8.578], [-0.374, 1.728, 10.369], [-0.408, 0.669, 8.967], [-1.884, 4.082, 8.146], [-1.955, 3.309, 9.698], [-2.773, 2.101, 7.022], [-3.754, 2.412, 8.441], [-2.576, 1.104, 8.477], [1.346, 2.889, 7.306], [-0.043, 3.735, 6.721], [0.077, 0.663, 6.753], [0.653, 1.663, 5.423], [-1.047, 1.698, 5.854], [-0.736, -1.741, -9.793], [0.443, -2.204, -8.944], [0.071, -2.599, -7.588], [1.218, -2.756, -6.695], [2.221, -3.859, -7.017], [-0.954, -3.634, -7.475], [-0.687, -4.976, -8.152], [-1.288, -0.938, -9.298], [-0.375, -1.358, -10.751], [-1.428, -2.559, -10.010], [1.141, -1.361, -8.885], [0.969, -3.008, -9.473], [0.860, -2.891, -5.668], [1.758, -1.801, -6.677], [1.829, -4.847, -6.770], [3.124, -3.721, -6.414], [2.528, -3.855, -8.064], [-1.891, -3.232, -7.878], [-1.175, -3.811, -6.416], [-0.298, -4.865, -9.167], [-1.621, -5.542, -8.224], [0.009, -5.588, -7.578]], "forces_ev_per_angstrom": [[-1.576, 0.890, 3.910], [-0.147, 0.922, 1.522], [-2.020, -1.335, 3.597], [-0.230, -1.680, -3.679], [-0.361, -1.206, -3.364], [1.310, -2.854, 7.517], [-3.329, 1.600, -3.020], [1.915, 1.351, -4.332], [-1.152, 3.350, -0.605], [-3.401, -1.892, 0.883], [2.286, -1.562, -3.699], [2.502, -0.647, 3.006], [-0.310, -1.642, -2.543], [2.652, 2.679, -2.990], [1.678, 2.758, 1.749], [0.872, 0.526, -0.611], [0.520, -0.468, 0.311], [-1.066, -0.788, 1.772], [-1.342, -1.801, 0.001], [1.159, 1.755, 0.385], [0.041, -0.001, -0.111], [0.185, 0.091, -0.025], [-0.223, 0.311, -0.040], [0.098, 0.060, 0.297], [-0.325, -0.010, -0.172], [0.339, -0.026, 0.176], [-0.025, -0.038, -0.237], [-0.078, -0.038, -0.084], [-0.049, 0.051, -0.070], [0.009, 0.035, 0.068], [-0.179, 0.131, -0.198], [-0.017, -0.151, 0.031], [0.183, -0.071, -0.069], [0.152, -0.091, -0.036], [0.029, -0.091, 0.066], [0.094, -0.025, -0.001], [0.034, 0.056, -0.017], [-0.072, -0.074, 0.117], [-0.166, -0.037, 0.228], [-0.009, 0.072, 0.014], [0.001, -0.020, 0.116], [0.016, -0.118, 0.074], [-0.078, -0.111, 0.014], [-0.162, 0.052, -0.061], [0.048, 0.206, 0.522], [0.016, 0.255, -0.189], [0.230, -0.248, 0.224], [-0.277, 0.107, -0.238], [-0.062, -0.274, 0.046], [0.036, -0.100, 0.014], [-0.001, -0.062, 0.088], [0.019, 0.088, 0.013], [0.054, -0.169, 0.230], [0.054, -0.016, -0.105], [-0.172, -0.097, -0.079], [-0.076, 0.003, -0.153], [0.029, 0.059, -0.119], [-0.062, 0.009, -0.065], [-0.068, 0.026, 0.053], [0.147, 0.068, -0.056], [0.235, 0.124, -0.012], [-0.017, 0.034, 0.073], [0.069, 0.056, -0.006], [0.038, 0.018, -0.126]], "nbo_charge": [-0.738, 0.320, -0.259, 0.077, -0.638, 2.066, -0.791, -0.778, 0.779, -0.288, -0.261, -0.308, 0.692, -0.253, -0.336, 0.405, 0.426, 0.295, 0.293, 0.296, -0.616, -0.215, -0.452, -0.208, -0.634, -0.217, -0.635, 0.214, 0.216, 0.197, 0.201, 0.157, 0.190, 0.194, 0.194, 0.215, 0.206, 0.193, 0.191, 0.209, 0.199, 0.201, -0.616, -0.216, -0.464, -0.201, -0.637, -0.216, -0.639, 0.206, 0.220, 0.206, 0.194, 0.167, 0.172, 0.182, 0.205, 0.212, 0.214, 0.196, 0.185, 0.210, 0.218, 0.203], "total_charge": 1, "e_lumo_ev": -5.711, "max_force_ev_per_a": 8.1}

---

Sequential energy relative to the best compared isomer or geometry (same formula, charge and spin) output: 334.0, 348.9 kJ/mol
Sequential HOMO energy output: -9.05, -9.50 eV
Sequential orbital gap output: 9.939, 3.790 eV